Entry 1:
13
Properties=species:S:1:pos:R:3 method="wB97M-V/def2-TZVPD" total_energy_ha=-990.09050 total_charge=-1 smiles=[O-]CCCSS multiplicity=1 largest_force_ev_per_a=1.47 e_homo_ev=-2.6049
C -1.7289 0.0559 -0.5074
C -2.4648 1.4326 -0.4654
O -1.9268 2.2476 0.4732
C -0.3795 0.1460 0.2230
S 0.5930 -1.4025 0.0135
S 2.5445 -0.6041 0.1785
H -2.2253 -0.7635 0.0194
H -1.5646 -0.2934 -1.5500
H -3.5655 1.2006 -0.2603
H -2.4637 1.8192 -1.5168
H 0.1287 1.0231 -0.1829
H -0.6110 0.4593 1.2259
H 1.9720 0.4005 -0.5114

Entry 2:
28
Properties=species:S:1:pos:R:3 method="wB97M-V/def2-TZVPD" total_energy_ha=-1066.75601 smiles="I[C@]12CC[C@H](CC1)C2.CCP=O" multiplicity=1 largest_force_ev_per_a=5.01 e_homo_ev=-8.7951
C 1.2822 3.0435 -1.1486
C -1.1037 2.7037 -0.7229
C 1.4135 1.5639 -1.6687
C -0.9741 1.1847 -1.1479
C 0.5499 1.4868 0.5385
C 0.2252 2.9451 -0.0125
C 0.4134 0.7920 -0.7886
C 0.2144 -4.3031 2.1839
C -0.8442 -4.5523 1.0247
O -1.9599 -2.4071 2.2036
P -2.2174 -3.2209 1.0108
I 0.7157 -1.3273 -0.6726
H 2.2622 3.4799 -0.8424
H 0.8466 3.6545 -1.9227
H -1.1837 3.4369 -1.5508
H -1.8545 2.6643 0.1002
H 1.0665 1.5663 -2.8035
H 2.3890 1.2134 -1.5759
H -1.8110 0.6141 -0.7866
H -0.9788 1.3176 -2.2494
H 1.5491 1.4530 0.9231
H -0.1906 1.1056 1.2624
H 0.3147 3.7969 0.6394
H 1.1921 -4.7781 1.9387
H 0.6772 -3.2413 2.1063
H -0.1950 -4.5406 3.0854
H -1.4243 -5.4616 0.7914
H -0.3747 -4.1901 0.0849

Entry 3:
8
Properties=species:S:1:pos:R:3 method="wB97M-V/def2-TZVPD" total_energy_ha=-638.39478 multiplicity=3 largest_force_ev_per_a=8.87 e_homo_ev="-5.3868 / -11.6815"
C 0.2883 0.1913 0.3574
C -1.4602 -0.5097 -0.3684
F -1.7699 -1.6829 0.1564
Cl -2.6867 0.7459 0.1066
H 0.8315 -0.6979 0.8840
H 0.1231 0.7963 1.2827
H 0.6461 0.6680 -0.5045
H -1.4571 -0.4024 -1.5318

Entry 4:
89
Properties=species:S:1:pos:R:3 method="wB97M-V/def2-TZVPD" total_energy_ha=-2009.05237 total_charge=+1 multiplicity=1 largest_force_ev_per_a=0.88 e_homo_ev="-10.8154 / -10.8152"
Pd -0.0108 -0.1554 -0.2494
C -1.9191 0.7881 -4.4299
C -0.4464 1.0961 -4.1496
C 0.1082 2.0813 -5.1809
C 0.3858 -0.1732 -4.1028
C 0.3753 -1.0393 -5.1915
C 1.0848 -2.2287 -5.1733
C 1.8293 -2.5721 -4.0577
C 1.8901 -1.7243 -2.9567
C 2.7443 -2.1131 -1.7607
C 2.0972 -3.2434 -0.9564
C 4.1694 -2.4877 -2.1720
C 1.1593 -0.5306 -2.9933
N 1.1482 0.2882 -1.8156
C 1.7533 1.4937 -1.7980
O 2.4257 2.0343 -2.6564
C 1.5066 2.1926 -0.4715
C 2.0527 3.3940 -0.0661
C 1.6994 3.8894 1.1869
C 0.8144 3.1843 2.0002
C 0.3084 1.9869 1.5349
N 0.6675 1.5424 0.3347
C -0.6905 1.1047 2.2550
O -1.1997 1.5027 3.2877
N -0.8850 -0.0667 1.5989
C -1.8954 -0.9571 2.1120
C -2.9513 -1.3096 1.2599
C -3.9792 -2.1047 1.7502
C -3.9721 -2.5488 3.0618
C -2.9067 -2.2261 3.8794
C -1.8488 -1.4424 3.4249
C -0.6939 -1.1952 4.3793
C -0.0469 -2.5302 4.7614
C -1.1284 -0.4391 5.6359
C -2.9860 -0.9217 -0.2054
C -1.9047 -1.7346 -0.9412
C -2.9590 0.5877 -0.5166
H -2.5094 1.7057 -4.4016
H -2.3343 0.0938 -3.6953
H -2.0526 0.3419 -5.4165
H -0.3954 1.5680 -3.1663
H 0.0555 1.6519 -6.1842
H 1.1475 2.3270 -4.9681
H -0.4756 3.0038 -5.1834
H -0.2002 -0.7768 -6.0707
H 1.0606 -2.8868 -6.0321
H 2.3843 -3.5026 -4.0517
H 2.8105 -1.2326 -1.1180
H 1.8775 -4.1006 -1.5948
H 1.1509 -2.9309 -0.5047
H 2.7606 -3.5897 -0.1577
H 4.1902 -3.4252 -2.7300
H 4.8016 -2.6205 -1.2907
H 4.6140 -1.7146 -2.7990
H 2.7209 3.9101 -0.7420
H 2.1015 4.8361 1.5244
H 0.4868 3.5403 2.9678
H -4.8009 -2.3674 1.0944
H -4.7913 -3.1449 3.4411
H -2.8946 -2.5878 4.9006
H 0.0531 -0.5865 3.8644
H -0.7517 -3.1711 5.2918
H 0.7996 -2.3693 5.4352
H 0.2956 -3.0867 3.8830
H -1.8504 -1.0269 6.2064
H -1.5846 0.5130 5.3779
H -0.2718 -0.2512 6.2892
H -3.9372 -1.2903 -0.5926
H -0.9206 -1.7274 -0.3857
H -1.7796 -1.4424 -1.9842
H -2.1102 -2.8048 -0.9029
H -1.9395 0.9717 -0.6522
H -3.4309 1.1578 0.2833
H -3.4966 0.7838 -1.4453
C 2.3952 -0.8038 1.9404
C 3.1183 -0.5201 3.0670
C 3.3096 -1.5127 4.0723
C 4.0296 -1.2100 5.1969
C 4.5569 0.0842 5.3272
C 4.3932 1.0825 4.3525
C 3.6804 0.7824 3.2243
C 5.3047 0.4043 6.5144
N 5.9019 0.6601 7.4614
H 1.9250 -1.7683 1.7820
H 2.3084 -0.0673 1.1535
H 2.8858 -2.4978 3.9303
H 4.1954 -1.9397 5.9765
H 4.8283 2.0594 4.5058
H 3.5262 1.5226 2.4479

Entry 5:
153
Properties=species:S:1:pos:R:3 method="wB97M-V/def2-TZVPD" total_energy_ha=-2600.32861 total_charge=+1 multiplicity=2 largest_force_ev_per_a=3.28 e_homo_ev="-10.0888 / -10.0888"
C 13.2865 -14.0687 -7.0306
C 14.3670 -15.0789 -6.9023
C 15.7820 -14.5649 -7.4093
O 16.8050 -15.6003 -7.4516
C 18.0576 -15.0409 -7.7504
N 14.4158 -15.4017 -5.4605
H 12.9794 -14.0001 -8.0742
H 13.6278 -13.0906 -6.6918
H 12.4444 -14.3237 -6.3872
H 14.1161 -15.9345 -7.5292
H 16.1315 -13.8200 -6.6943
H 15.6289 -14.0424 -8.3535
H 18.8751 -15.7560 -7.8414
H 18.3315 -14.3195 -6.9805
H 18.1641 -14.4302 -8.6470
H 15.0331 -16.1933 -5.3494
H 14.8995 -14.6720 -4.9570
C 15.6878 -18.8686 -5.8306
C 16.8092 -18.4165 -4.9516
C 18.1822 -19.0190 -5.5077
O 18.9846 -19.4505 -4.3985
C 20.1812 -19.9760 -4.8388
N 16.7742 -17.0089 -5.1984
H 15.6630 -18.5277 -6.8656
H 14.7276 -18.7840 -5.3216
H 15.7985 -19.9467 -5.9471
H 16.6341 -18.6713 -3.9064
H 18.6085 -18.3281 -6.2350
H 18.0343 -19.9082 -6.1206
H 20.8638 -19.9255 -3.9905
H 20.7297 -19.4197 -5.5988
H 19.9953 -21.0086 -5.1340
H 16.9297 -16.7109 -6.1508
H 17.4399 -16.5560 -4.5885
C 16.3382 -15.6169 2.1797
C 15.2632 -14.7211 1.5973
C 14.2072 -14.0764 2.5910
O 13.6652 -15.2168 3.2404
C 12.6948 -14.7695 4.2174
N 15.9232 -13.6425 0.8252
H 16.9076 -16.2500 1.4992
H 15.8252 -16.2414 2.9111
H 16.9851 -14.9576 2.7585
H 14.8898 -15.3539 0.7921
H 13.4724 -13.4938 2.0353
H 14.6177 -13.3082 3.2463
H 12.3237 -15.4776 4.9582
H 11.8196 -14.2279 3.8587
H 13.3162 -14.1608 4.8742
H 15.2826 -13.0069 0.3716
H 16.2666 -14.1669 0.0333
C 24.2653 -22.2055 3.4403
C 23.1698 -22.7898 2.4714
C 21.9179 -21.9616 2.6618
O 20.9231 -22.3773 1.7177
C 19.7146 -21.5250 1.9365
N 23.5783 -22.7020 1.0561
H 24.4102 -21.2581 2.9211
H 25.1544 -22.8322 3.3696
H 23.9454 -22.0446 4.4698
H 22.9774 -23.8426 2.6780
H 22.0547 -20.8829 2.5854
H 21.6501 -22.2444 3.6799
H 19.0069 -21.9143 1.2046
H 19.8387 -20.4920 1.6115
H 19.2960 -21.6292 2.9375
H 23.4822 -21.7119 0.8817
H 22.8313 -23.1167 0.5174
C 24.0935 -16.2322 1.1537
C 23.8410 -17.6168 0.5753
C 24.6752 -18.7546 1.3010
O 24.4695 -20.0176 0.5344
C 25.2452 -19.9860 -0.6640
N 22.4323 -17.9380 0.5726
H 25.1315 -15.9150 1.2536
H 23.5874 -16.0777 2.1066
H 23.5698 -15.5290 0.5060
H 24.1797 -17.6240 -0.4607
H 24.3063 -18.8276 2.3241
H 25.7276 -18.5157 1.4543
H 26.2762 -19.6615 -0.5232
H 24.8276 -19.3427 -1.4385
H 25.2567 -21.0201 -1.0084
H 22.3416 -18.2827 1.5176
H 22.2462 -18.8203 0.1178
C 22.8081 -11.3651 -6.2359
C 23.7322 -11.5466 -5.0757
C 23.4004 -12.7893 -4.1417
O 22.0625 -13.2426 -4.0703
C 21.9249 -14.5234 -3.4788
N 24.9888 -11.7938 -5.7349
H 21.7553 -11.3948 -5.9551
H 22.8741 -12.2041 -6.9285
H 22.9681 -10.4588 -6.8200
H 23.6145 -10.5719 -4.6023
H 23.6668 -12.5079 -3.1229
H 24.0303 -13.6046 -4.4974
H 22.4631 -15.3598 -3.9248
H 20.8970 -14.8860 -3.4721
H 22.2636 -14.3835 -2.4522
H 24.8246 -11.3963 -6.6487
H 25.6692 -11.3138 -5.1633
C 16.3701 -10.9617 -3.3045
C 16.4973 -11.6246 -4.6722
C 17.5160 -10.8796 -5.6374
O 17.7869 -11.6928 -6.8550
C 18.4077 -10.9049 -7.8730
N 17.0041 -12.9736 -4.5430
H 17.2024 -11.2212 -2.6503
H 15.4445 -11.2619 -2.8134
H 16.2098 -9.8836 -3.3144
H 15.5308 -11.6282 -5.1760
H 18.4154 -10.6659 -5.0598
H 17.1306 -9.9072 -5.9441
H 18.6088 -11.5532 -8.7258
H 19.3316 -10.3959 -7.5983
H 17.7767 -10.1370 -8.3204
H 17.9618 -12.8677 -4.2402
H 17.0155 -13.3359 -5.4858
C 9.8869 -15.1399 -4.6499
C 10.7458 -15.8086 -3.5520
C 10.7714 -17.2743 -3.7844
O 9.4864 -17.7924 -3.7428
C 8.9388 -18.2076 -4.9762
N 12.1024 -15.2561 -3.5270
H 10.4741 -15.3691 -5.5391
H 9.7982 -14.0572 -4.5604
H 8.8792 -15.5540 -4.6840
H 10.2268 -15.6293 -2.6104
H 11.2632 -17.6584 -2.8907
H 11.2912 -17.4880 -4.7183
H 8.7845 -17.4321 -5.7264
H 7.9152 -18.4976 -4.7394
H 9.3182 -19.1535 -5.3629
H 12.5236 -14.8994 -4.3728
H 12.6636 -16.0519 -3.2590
C 18.6127 -17.8515 -0.3946
C 18.4776 -17.0960 -1.7128
C 18.0099 -15.5558 -1.5754
O 16.6353 -15.3152 -1.2212
C 15.6611 -15.7450 -2.0858
N 19.8154 -17.0320 -2.2975
H 18.8803 -18.8986 -0.5359
H 17.7156 -17.9190 0.2209
H 19.3972 -17.5468 0.2981
H 17.9229 -17.6644 -2.4593
H 18.2190 -15.0278 -2.5058
H 18.6184 -15.0710 -0.8120
H 15.8481 -15.4504 -3.1184
H 14.7635 -15.2011 -1.7914
H 15.4554 -16.8139 -2.0278
H 20.0217 -17.7345 -2.9932
H 20.5957 -17.1419 -1.6657